83
Properties=species:S:1:pos:R:3:forces:R:3:lowdin_charge:R:1 method="wB97M-V/def2-TZVPD" spin_multiplicity=1 homo_energy_ev=-6.1 homo_lumo_gap_ev=7.7 total_charge=-1
Na 0.082075 -0.645852 1.076714 1.2 0.3 -0.5 0.2216
C -1.502520 4.362177 -1.011083 0.1 0.1 -0.2 -0.1334
C -1.840598 3.018873 -0.930426 0.0 0.0 -0.2 -0.1269
N -1.045627 2.060461 -1.388018 -0.1 0.0 -0.2 0.1470
C 0.108250 2.448808 -1.928183 0.0 0.1 -0.2 -0.2492
C 0.448197 3.800138 -1.988813 0.0 0.0 0.0 -0.0955
N -0.353574 4.759685 -1.543299 -0.1 0.0 0.0 0.0958
C 1.045250 1.412120 -2.443278 0.0 0.1 -0.1 -0.1982
C 1.793883 1.672576 -3.585449 0.1 0.0 0.0 0.0441
C 2.696987 0.719339 -4.043168 -0.1 0.0 0.1 -0.1348
C 2.825943 -0.437577 -3.289662 -0.1 0.0 0.0 0.0507
C 2.055240 -0.601627 -2.140203 0.1 -0.1 -0.2 -0.1835
N 1.150176 0.287261 -1.747948 -0.1 0.0 0.2 0.2168
C 2.256398 -1.782424 -1.263635 0.2 0.0 0.0 -0.2004
C 3.516736 -2.351026 -1.088890 0.0 0.0 0.0 -0.0745
N 3.724577 -3.361230 -0.253511 0.0 0.0 0.0 0.0991
C 2.676033 -3.763081 0.453633 0.0 0.0 -0.1 -0.0987
C 1.421274 -3.189048 0.296824 0.0 -0.2 -0.1 -0.0803
N 1.208269 -2.220884 -0.581016 0.0 -0.1 0.1 0.1532
C 3.485967 0.930313 -5.281596 0.0 0.0 0.0 -0.1576
C 3.032651 1.755191 -6.306395 -0.1 0.0 -0.1 -0.0165
C 3.805965 1.916239 -7.444155 0.0 0.0 0.0 -0.1477
N 4.981963 1.322455 -7.633293 0.0 0.0 0.0 0.0506
C 5.414481 0.535183 -6.650825 0.0 0.0 0.0 -0.1441
C 4.716513 0.310871 -5.475462 0.1 0.0 0.0 -0.0116
H -2.167231 5.128813 -0.631231 0.0 0.0 0.0 0.1091
H -2.778935 2.711303 -0.483932 0.0 0.1 0.1 0.0956
H 1.407463 4.119270 -2.378575 0.0 -0.1 0.0 0.1183
H 1.666639 2.611431 -4.105958 0.0 0.0 0.0 0.1099
H 3.481030 -1.235153 -3.608394 0.1 0.0 0.0 0.1144
H 4.391806 -1.951148 -1.585293 0.0 0.0 -0.1 0.1204
H 2.838486 -4.562678 1.166877 0.0 0.0 0.0 0.1057
H 0.569137 -3.499708 0.890267 0.0 0.0 0.0 0.1000
H 2.074361 2.253019 -6.244876 0.0 0.0 0.0 0.1080
H 3.459223 2.554161 -8.249830 0.0 0.0 0.0 0.1022
H 6.375923 0.059451 -6.809331 0.0 0.0 0.0 0.1034
H 5.153052 -0.319405 -4.712696 0.0 0.0 0.0 0.1107
O -1.500849 -0.996917 -0.248055 -1.0 -0.1 -0.4 -0.0522
C -2.607019 -1.715912 0.303681 0.0 0.0 0.2 -0.2992
C -2.287616 -1.856243 1.857928 0.0 0.0 -0.1 -0.6262
O -3.251432 -1.900047 2.623089 0.0 0.0 0.0 0.0251
O -1.060457 -1.928051 2.118966 -0.8 -0.8 0.6 -0.0511
C -3.908210 -0.965778 0.098643 0.0 0.0 0.0 -0.1502
C -3.919991 0.308830 -0.448664 0.0 0.0 0.0 -0.0303
C -5.116862 1.000423 -0.614270 0.0 0.0 0.0 -0.0900
C -6.314171 0.422969 -0.229961 0.0 0.0 0.0 -0.1056
C -6.308248 -0.854821 0.321848 0.0 0.0 0.0 -0.0789
C -5.119070 -1.542100 0.483936 0.0 0.0 0.0 -0.0221
C -2.661409 -3.100656 -0.341745 0.0 0.0 0.0 -0.1209
C -3.209620 -3.239616 -1.615008 0.1 0.0 0.0 -0.0255
C -3.204256 -4.464361 -2.265633 0.0 0.0 0.0 -0.0866
C -2.659257 -5.578498 -1.643441 0.0 0.0 0.0 -0.1027
C -2.125786 -5.454964 -0.368688 0.0 0.0 0.0 -0.0773
C -2.126231 -4.226140 0.276683 -0.1 0.0 0.1 -0.0137
H -1.609143 -0.898624 -1.201038 0.1 0.0 0.0 0.1094
H -2.979307 0.765716 -0.726459 0.0 -0.1 0.0 0.0707
H -5.112014 1.997768 -1.039591 0.0 0.0 0.0 0.0941
H -7.245831 0.961307 -0.354068 0.0 0.0 0.0 0.0920
H -7.238828 -1.313478 0.633414 0.0 0.0 0.0 0.0971
H -5.113720 -2.527643 0.928207 0.0 0.0 0.0 0.1230
H -3.652885 -2.378241 -2.102948 0.0 0.0 0.0 0.1206
H -3.635198 -4.551041 -3.255632 0.0 0.0 0.0 0.0966
H -2.656900 -6.537764 -2.146092 0.0 0.0 0.0 0.0940
H -1.706755 -6.320457 0.129782 0.0 0.0 0.0 0.0997
H -1.719096 -4.135555 1.275844 0.0 0.0 0.0 0.1140
F 2.160476 -0.170588 1.220308 0.3 0.2 0.1 0.0171
B 3.472727 0.446180 1.106509 0.0 -0.1 0.0 -1.2873
F 3.611353 1.361323 2.144214 0.0 0.0 0.0 0.0970
F 4.430309 -0.557214 1.163065 0.0 0.0 0.0 0.1307
F 3.509632 1.098256 -0.138688 0.0 0.1 0.0 0.0969
Se 0.749008 2.420676 1.234341 0.4 0.4 0.4 1.3326
N -0.562110 1.391072 1.777837 -0.1 0.2 0.2 -0.1791
C -1.555002 2.173610 2.177456 0.0 0.0 -0.1 -0.3504
C -2.811908 1.700365 2.662919 0.0 0.0 0.0 0.0081
C -3.752548 2.619614 2.996451 0.0 -0.1 0.0 -0.0714
C -3.506333 4.026135 2.883131 0.0 0.0 0.0 -0.0867
C -2.321670 4.512721 2.432397 0.0 0.0 0.0 -0.0443
C -1.303477 3.587292 2.052789 0.1 -0.1 0.2 -0.4137
N -0.113923 3.920684 1.561305 -0.1 0.0 0.1 -0.1972
H -2.990381 0.634006 2.746601 0.0 0.0 0.0 0.1112
H -4.717402 2.284554 3.355272 0.0 0.0 0.0 0.1041
H -4.291734 4.715410 3.168528 0.0 0.0 0.0 0.0963
H -2.131487 5.574257 2.346916 0.0 0.0 0.0 0.1085

=====

75
Properties=species:S:1:pos:R:3:forces:R:3:lowdin_charge:R:1 method="wB97M-V/def2-TZVPD" s_squared=6.041 spin_multiplicity=5 homo_energy_ev="-13.4 / -13.4" homo_lumo_gap_ev="7.5 / 4.6" total_charge=+2
Ru 0.402275 0.355323 0.019407 0.0 0.6 0.1 1.3006
Cl 0.058143 -0.173891 2.770205 0.0 0.0 0.0 0.7521
C -1.231500 -1.362458 2.729753 -0.1 0.0 -0.1 -0.6140
C -1.853856 -1.658118 3.927529 0.0 0.0 0.0 -0.0866
C -2.863783 -2.609962 3.945050 0.0 0.0 0.0 -0.0359
C -3.246229 -3.250176 2.774597 0.0 0.0 0.0 -0.0384
C -2.619389 -2.936159 1.579607 0.0 0.0 0.0 -0.0501
C -1.595181 -1.989184 1.538336 0.1 0.1 0.1 -0.3623
P -0.771866 -1.654713 -0.032889 0.0 -0.2 -0.1 1.0068
C 0.601085 -2.782986 -0.248374 0.0 -0.1 0.1 -0.3775
C 1.279312 -2.780610 -1.471431 0.0 0.0 0.0 -0.1069
C 2.415833 -3.554686 -1.621086 0.0 0.0 0.0 -0.0482
C 2.880434 -4.317126 -0.554209 0.0 0.0 0.0 -0.0433
C 2.208195 -4.314312 0.660565 0.0 0.0 0.0 -0.0464
C 1.066442 -3.544183 0.820877 0.0 0.0 -0.1 -0.0619
C -2.007539 -1.968133 -1.296528 0.1 0.0 -0.1 -0.3551
C -3.063206 -1.070489 -1.457570 0.0 0.0 0.0 -0.0927
C -4.051868 -1.334945 -2.388673 0.0 0.0 0.0 -0.0569
C -3.991413 -2.487954 -3.161801 0.0 0.0 0.0 -0.0450
C -2.943582 -3.383113 -3.001055 0.0 0.0 0.0 -0.0447
C -1.948514 -3.127693 -2.068434 0.0 0.0 0.0 -0.0709
H -1.546015 -1.157421 4.835195 0.0 0.0 0.0 0.1160
H -3.350339 -2.850533 4.880562 0.0 0.0 0.0 0.1231
H -4.031805 -3.992653 2.792098 0.0 0.0 0.0 0.1214
H -2.925266 -3.428573 0.665219 0.0 0.0 0.0 0.1174
H 0.922925 -2.174040 -2.297386 0.0 0.0 0.0 0.1201
H 2.940577 -3.564559 -2.567039 0.0 0.0 0.0 0.1195
H 3.770228 -4.920849 -0.673691 0.0 0.0 0.0 0.1179
H 2.569416 -4.915977 1.483535 0.0 0.0 0.0 0.1174
H 0.542222 -3.543396 1.768199 0.0 0.0 0.0 0.1102
H -3.107208 -0.174149 -0.851602 0.0 0.0 0.0 0.0696
H -4.877593 -0.646457 -2.511343 0.0 0.0 0.0 0.1117
H -4.765892 -2.691222 -3.889010 0.0 0.0 0.0 0.1184
H -2.901151 -4.284674 -3.596654 0.0 0.0 0.0 0.1190
H -1.139324 -3.833857 -1.936959 0.0 0.0 0.0 0.1091
O -1.263085 1.301705 -0.294304 0.0 0.0 0.1 -0.3622
C -1.092409 2.635290 0.122972 0.0 -0.1 0.1 -0.6234
C -2.011418 3.518084 -0.661901 0.0 0.1 0.0 -0.4150
C -2.063070 4.925376 -0.683645 0.0 -0.1 0.0 -0.0648
C -3.087667 5.398301 -1.484577 0.0 -0.1 -0.1 -0.0919
C -3.813755 4.362555 -2.062324 -0.1 0.0 0.1 -0.2937
S -3.267011 2.816354 -1.612705 0.1 0.1 -0.1 1.1593
C 0.367091 3.029658 0.086575 0.0 -0.1 -0.2 -0.5258
C 1.323317 2.809698 1.056152 0.0 0.0 0.1 -0.1707
C 2.617053 3.222671 0.642761 0.0 0.1 0.0 -0.1378
C 2.608651 3.749634 -0.613465 0.0 -0.1 0.0 -0.3689
S 1.062865 3.717186 -1.326539 0.0 0.2 0.1 1.1198
C -1.777276 2.856668 1.453817 -0.1 0.2 0.0 -0.4323
C -2.915131 2.176659 1.874085 0.0 -0.1 0.1 -0.0713
C -3.371898 2.615413 3.120015 0.1 -0.1 0.0 -0.1155
C -2.594708 3.632485 3.628574 -0.1 0.2 -0.1 -0.3239
S -1.345257 4.097751 2.574835 0.2 -0.2 0.1 1.1344
H -1.364268 5.549734 -0.145563 0.0 0.0 0.0 0.1297
H -3.295511 6.441756 -1.665920 0.0 0.0 0.0 0.1309
H -4.642147 4.464550 -2.748281 0.0 0.0 0.0 0.0967
H 1.101457 2.431869 2.045733 0.0 0.0 0.0 0.0899
H 3.500353 3.154901 1.259970 0.0 0.0 0.0 0.1272
H 3.444265 4.145075 -1.169639 0.0 0.0 0.0 0.0771
H -3.357132 1.375399 1.299341 0.0 0.0 0.0 0.1244
H -4.217875 2.198142 3.645013 0.0 0.0 0.0 0.1238
H -2.711863 4.133492 4.577596 0.0 0.0 0.0 0.0920
Br 4.099569 1.851625 -3.320528 0.0 0.0 0.0 0.8610
C 4.935175 0.785771 -2.003288 0.0 0.1 -0.1 -0.5769
C 6.306745 0.634631 -2.127065 0.1 0.0 0.0 -0.1126
C 7.014095 -0.121108 -1.203834 0.0 0.0 0.0 -0.0382
C 6.357491 -0.730219 -0.143131 0.0 0.0 0.0 -0.0472
C 4.991262 -0.575554 -0.017609 0.0 0.0 0.0 -0.0061
C 4.257596 0.178587 -0.941802 0.0 -0.1 0.1 -0.1682
C 2.810156 0.267578 -0.715812 0.0 -0.2 0.0 -0.5805
O 2.314017 -0.219882 0.391356 -0.2 -0.1 -0.1 -0.1878
O 1.985408 0.771465 -1.510488 0.0 0.0 -0.1 -0.1277
H 6.818618 1.110783 -2.951193 0.0 0.0 0.0 0.1055
H 8.084327 -0.230502 -1.317365 0.0 0.0 0.0 0.1208
H 6.908783 -1.316729 0.578256 0.0 0.0 0.0 0.1157
H 4.458620 -1.042950 0.798907 0.0 0.0 0.0 0.1205

=====

72
Properties=species:S:1:pos:R:3:forces:R:3:lowdin_charge:R:1 method="wB97M-V/def2-TZVPD" s_squared=3.853 spin_multiplicity=4 homo_energy_ev="-11.9 / -13.5" homo_lumo_gap_ev="6.2 / 4.6" total_charge=+2
C -3.099742 1.332618 4.539459 -0.3 -0.1 0.0 0.0125
C -2.394520 0.938573 3.260148 -1.0 -0.6 -0.5 -0.4746
N -1.113873 1.463428 3.159437 -0.1 -0.1 -0.3 0.1148
C -0.200289 1.053099 2.184073 1.0 0.1 0.7 -0.1744
C 1.201446 0.827667 2.603446 -0.8 -0.5 -1.1 -0.0904
C 1.713961 1.422767 3.753861 1.1 0.4 1.0 0.0969
C 3.088260 1.352192 4.083994 -0.4 -0.4 -0.8 -0.1311
C 3.990299 0.617222 3.229776 0.4 0.8 0.8 -0.1403
C 5.372987 0.647409 3.519315 -0.7 -0.3 -0.6 0.0225
C 5.859065 1.367441 4.602574 -0.4 0.3 0.4 -0.0013
C 4.970225 2.061904 5.452861 -0.1 -0.1 -0.1 -0.0212
C 3.607595 2.043243 5.201534 0.3 0.3 0.4 0.0193
C 3.438008 -0.064027 2.113694 -1.2 -0.3 -0.6 0.0328
C 2.082785 0.010240 1.828909 1.0 0.0 -0.2 0.0035
C -0.544762 0.912697 0.870403 0.0 -0.2 1.2 0.1892
O -2.890865 0.217573 2.402373 0.8 0.8 0.8 0.0685
H -3.243613 2.421574 4.592116 0.1 -0.3 0.0 0.0992
H -4.079988 0.849157 4.549590 0.2 0.1 0.0 0.0950
H -2.535229 0.996779 5.421827 -0.1 0.2 -0.3 0.0952
H -0.814141 1.999757 3.957986 0.1 -0.1 -0.1 0.1300
H 1.074849 2.006535 4.414714 0.2 -0.1 -0.1 0.1275
H 6.052366 0.108110 2.856794 -0.1 0.1 0.2 0.1314
H 6.928550 1.404251 4.800494 -0.2 0.0 0.0 0.1285
H 5.356263 2.621047 6.304529 -0.1 -0.2 -0.2 0.1249
H 2.900801 2.577393 5.839679 0.3 -0.1 -0.1 0.1321
H 4.102177 -0.652664 1.475406 -0.3 0.1 0.2 0.1314
H 1.684294 -0.572739 0.996967 0.2 0.3 0.2 0.1081
H 0.238352 0.574875 0.207153 -0.4 0.1 0.2 0.0465
H -1.562565 1.114396 0.533880 0.5 0.0 0.2 0.1008
O -1.603241 -5.549215 -4.980126 -0.6 1.6 4.0 0.2059
C -1.702044 -5.073534 -3.920202 0.6 -1.9 -4.8 -0.0323
Cr -1.592281 -4.162335 -2.245137 0.9 -1.9 -1.6 0.2496
C -0.689342 -2.846509 -3.249997 2.7 2.8 -2.1 -0.0904
O -0.044250 -2.106705 -3.879503 -2.3 -2.4 2.0 0.1832
C 0.146913 -4.924541 -2.104877 3.9 -1.0 -0.5 -0.0655
O 1.228344 -5.342548 -2.198028 -3.4 1.2 0.6 0.1845
C -3.066013 -5.353044 -1.169345 -0.8 -0.5 0.8 -0.0738
C -3.724484 -4.414827 -1.979182 -0.5 -0.5 0.0 -0.0800
C -3.379190 -3.066149 -1.909049 -0.6 1.4 -0.3 -0.0574
C -2.396729 -2.612663 -0.999265 0.4 1.1 0.5 -0.2583
C -1.865073 -1.263928 -1.102054 0.1 -0.1 -0.2 0.0922
C -1.256960 -0.276625 -1.506064 -0.8 -0.7 0.8 -0.0104
C -0.701317 0.961644 -1.818394 0.3 0.2 -2.4 -0.1657
C 0.742255 1.163759 -1.906196 0.4 -0.2 0.7 -0.2059
C 1.621401 0.069571 -1.736489 0.3 0.5 0.0 -0.0480
C 2.999460 0.277236 -1.677967 -0.3 0.0 0.0 -0.0747
C 3.528473 1.558867 -1.865637 -0.1 -0.1 -0.1 -0.0579
C 2.669525 2.644098 -2.076752 0.0 -0.2 0.1 -0.0472
C 1.293396 2.461539 -2.025185 -0.1 -0.2 0.0 -0.0216
C -1.570167 1.866107 -2.579393 -0.7 0.1 -0.4 -0.1761
C -2.935484 1.972516 -2.243819 0.1 0.2 -0.2 -0.0228
C -3.803935 2.717832 -3.039455 0.1 -0.1 0.0 -0.0593
C -3.337573 3.353645 -4.197746 0.1 -0.1 0.1 -0.0544
C -1.988461 3.245533 -4.554404 -0.1 -0.2 0.3 -0.0517
C -1.117974 2.499340 -3.762765 0.0 0.1 0.1 -0.0235
C -1.741210 -3.569188 -0.197541 0.5 1.4 1.0 -0.0672
C -2.084754 -4.923845 -0.268103 -0.1 -0.8 0.2 -0.0821
H -3.310091 -6.415472 -1.247278 0.1 0.4 0.0 0.1550
H -4.482828 -4.740706 -2.691595 0.3 0.1 0.2 0.1546
H -3.833857 -2.335532 -2.580231 0.1 -0.3 0.2 0.1611
H 1.207695 -0.936231 -1.658904 0.1 0.2 0.0 0.1069
H 3.654365 -0.574222 -1.491703 -0.1 0.2 -0.2 0.1107
H 4.609249 1.706245 -1.871099 -0.3 0.0 0.0 0.1139
H 3.069445 3.637362 -2.279615 -0.1 -0.3 0.2 0.1184
H 0.626721 3.324522 -2.084654 0.3 -0.3 0.0 0.1272
H -3.290064 1.452033 -1.351640 -0.1 0.2 -0.2 0.1146
H -4.854778 2.786384 -2.759170 0.3 0.0 -0.1 0.1124
H -4.026671 3.909590 -4.834342 0.2 -0.1 0.2 0.1155
H -1.608425 3.725808 -5.456844 -0.2 -0.2 0.2 0.1167
H -0.078842 2.371792 -4.076752 -0.4 0.1 0.1 0.1187
H -0.933798 -3.225031 0.456454 -0.4 -0.2 -0.2 0.1545
H -1.560099 -5.645092 0.363058 -0.2 0.2 -0.3 0.1534

=====

Going through the records in order, we get ΔE to the lowest compared entry with this formula, charge and spin values of 0.565, 0.000, 0.000 eV.
Going through the records in order, we get max |F| values of 0.0264, 0.0110, 0.1008 hartree/bohr.